59
Properties=species:S:1:pos:R:3 method="wB97M-V/def2-TZVPD" total_energy_ha=-4012.8885 gap_ev="4.294 / 8.885" e_lumo_ev="-0.43 / -0.84" spin_multiplicity=10
Ti -1.207 -1.632 1.691
Ti -2.886 -1.681 -1.517
Ti 0.008 -3.037 -0.921
O -2.034 -3.172 0.246
H -2.842 -2.819 0.640
C 2.587 -4.468 1.955
C 1.191 -4.246 1.421
O 0.556 -3.239 1.890
O 0.705 -5.013 0.563
H 3.116 -3.534 2.129
H 3.111 -5.123 1.259
H 2.591 -5.004 2.907
B -0.502 -0.269 -0.617
F -1.768 -0.275 -0.103
F 0.367 -1.079 0.156
F -0.579 -0.658 -1.942
F 0.039 1.029 -0.603
C -1.532 0.027 -5.165
O -2.122 -0.243 -6.440
H -0.613 0.560 -5.378
H -2.217 0.706 -4.648
H -1.445 -0.870 -4.552
H -3.036 -0.517 -6.352
C -4.201 1.322 1.492
C -4.616 -0.005 2.102
O -3.653 -1.018 1.747
H -3.214 1.646 1.828
H -4.929 2.099 1.745
H -4.194 1.285 0.401
H -5.625 -0.232 1.767
H -4.576 0.136 3.184
H -4.116 -1.687 1.189
C 0.884 1.537 4.383
C 0.081 1.534 3.116
O 0.505 0.406 2.302
H 1.935 1.716 4.171
H 0.768 0.669 5.035
H 0.478 2.324 5.030
H 0.332 2.398 2.497
H -0.993 1.553 3.313
H 0.508 0.636 1.367
C 4.695 -1.381 -0.415
C 3.629 -0.321 -0.120
O 2.925 -0.079 -1.339
H 5.275 -1.117 -1.299
H 4.178 -2.315 -0.633
H 5.405 -1.440 0.408
H 4.161 0.593 0.181
H 2.967 -0.580 0.711
H 2.406 0.721 -1.198
C 1.076 4.357 -1.455
C 0.880 3.708 -2.830
O -0.239 2.808 -2.817
H 1.033 3.635 -0.639
H 0.310 5.118 -1.349
H 2.088 4.769 -1.409
H 1.738 3.211 -3.296
H 0.603 4.464 -3.570
H 0.007 2.089 -2.217


69
Properties=species:S:1:pos:R:3 method="wB97M-V/def2-TZVPD" total_energy_ha=-2495.9631 gap_ev=9.074 e_above_lowest_kj_mol=0.00 total_charge=+1 e_lumo_ev=-3.30 spin_multiplicity=1
O 0.025 -3.422 3.602
P 0.417 -4.404 2.529
O 1.866 -5.070 2.958
O -0.762 -5.594 2.519
C 0.408 -3.634 0.837
C -0.078 -2.109 0.875
C 1.312 -1.438 0.564
N 1.691 -2.268 -0.630
C 1.721 -3.657 -0.033
H 2.147 -5.681 2.260
H -1.500 -5.176 2.062
H -0.300 -4.189 0.190
H -0.406 -1.715 1.844
H -0.826 -2.003 0.070
H 1.232 -0.351 0.425
H 1.917 -1.790 1.419
H 0.819 -2.305 -1.179
H 2.491 -1.954 -1.175
H 2.680 -3.668 0.515
H 1.816 -4.426 -0.812
C 0.054 -4.908 -3.660
N -1.107 -4.227 -3.030
O -0.891 -3.392 -2.159
O -2.192 -4.540 -3.420
H 0.967 -4.527 -3.214
H -0.052 -5.974 -3.476
H 0.024 -4.689 -4.724
C 2.351 3.161 -0.321
N 1.330 2.094 -0.492
O 0.797 1.649 0.507
O 1.093 1.730 -1.620
H 2.454 3.379 0.736
H 3.285 2.788 -0.733
H 2.005 4.034 -0.863
C 2.636 -7.907 4.825
N 3.437 -8.984 4.193
O 3.541 -10.029 4.785
O 3.933 -8.731 3.115
H 2.253 -8.263 5.775
H 3.293 -7.053 4.968
H 1.823 -7.668 4.145
C 2.063 7.628 -1.233
N 3.000 6.589 -0.734
O 2.818 6.149 0.384
O 3.888 6.244 -1.478
H 1.328 7.833 -0.463
H 2.649 8.516 -1.456
H 1.590 7.239 -2.129
C -2.156 7.133 -3.072
N -0.772 7.539 -3.427
O -0.311 8.517 -2.878
O -0.193 6.863 -4.245
H -2.544 7.827 -2.334
H -2.748 7.163 -3.977
H -2.108 6.125 -2.669
C -1.781 -2.581 6.215
N -2.960 -1.902 6.808
O -2.756 -1.044 7.636
O -4.049 -2.256 6.417
H -0.881 -2.166 6.655
H -1.867 -3.641 6.439
H -1.804 -2.405 5.144
C -5.680 7.814 -6.116
N -5.139 6.820 -5.155
O -5.036 7.155 -3.993
O -4.834 5.738 -5.597
H -5.905 8.729 -5.579
H -4.918 7.985 -6.873
H -6.579 7.389 -6.554


64
Properties=species:S:1:pos:R:3 method="wB97M-V/def2-TZVPD" total_energy_ha=-3106.3274 gap_ev=1.763 total_charge=-1 e_lumo_ev=-1.36 spin_multiplicity=1
F 4.461 1.585 -5.710
C 3.311 1.129 -6.424
F 3.064 -0.205 -6.112
C 2.121 2.108 -6.047
F 2.276 3.291 -6.796
F 2.239 2.323 -4.639
P 0.346 1.407 -6.354
H 3.563 1.244 -7.510
H 0.075 2.499 -7.287
H 0.791 0.512 -7.431
H 0.513 0.368 -5.349
H -0.130 2.307 -5.291
H -1.016 0.894 -6.566
C 1.293 1.500 0.746
O 0.410 2.605 0.816
P -1.078 2.549 -0.023
O -0.820 1.170 -0.617
O -0.633 3.713 -1.090
C 0.603 4.409 -1.045
O -2.652 2.562 -0.724
C -3.703 2.884 0.189
H 2.173 1.736 1.349
H 0.826 0.605 1.156
H 1.617 1.335 -0.282
H 1.433 3.738 -1.270
H 0.746 4.893 -0.079
H 0.581 5.184 -1.814
H -3.546 3.883 0.607
H -3.736 2.145 0.996
H -4.653 2.868 -0.348
C -2.961 -2.347 4.457
O -4.335 -2.365 4.111
P -5.040 -1.000 3.363
O -3.759 -0.178 3.428
O -5.953 -0.684 4.691
C -5.993 -1.509 5.845
O -5.819 0.336 2.600
C -6.505 -0.004 1.400
H -2.724 -3.311 4.914
H -2.340 -2.225 3.569
H -2.758 -1.561 5.185
H -5.035 -1.490 6.367
H -6.274 -2.529 5.589
H -6.752 -1.107 6.520
H -7.291 -0.736 1.605
H -5.797 -0.416 0.675
H -6.959 0.895 0.981
C 6.452 -4.105 1.687
O 5.111 -3.958 1.257
P 4.582 -2.465 0.614
O 5.902 -1.725 0.799
O 3.589 -2.171 1.891
C 3.425 -3.050 2.991
O 3.854 -1.128 -0.185
C 3.228 -1.469 -1.432
H 6.572 -5.127 2.053
H 7.143 -3.954 0.857
H 6.671 -3.417 2.505
H 4.342 -3.107 3.580
H 3.115 -4.040 2.660
H 2.639 -2.644 3.632
H 2.435 -2.205 -1.270
H 3.970 -1.874 -2.126
H 2.792 -0.569 -1.864


52
Properties=species:S:1:pos:R:3 method="wB97M-V/def2-TZVPD" total_energy_ha=-925.0772 gap_ev=9.655 e_above_lowest_kj_mol=135.96 smiles=COC[C@H](C)N.COC[C@H](C)N.CO.CO.CO e_lumo_ev=0.74 spin_multiplicity=1
C 1.760 -0.898 -3.538
O 1.838 -0.646 -4.928
H 1.366 -0.003 -3.055
H 1.165 -1.771 -3.269
H 2.743 -1.093 -3.109
H 2.199 0.205 -5.186
C -1.676 -1.584 -1.959
O -0.652 -1.120 -0.988
H -2.290 -2.374 -1.524
H -2.182 -0.783 -2.498
H -1.197 -2.142 -2.763
H -0.365 -1.862 -0.451
C -0.144 -4.325 1.104
O 0.463 -3.088 0.773
H -0.082 -4.549 2.169
H -1.173 -4.303 0.746
H 0.206 -5.270 0.688
H 0.330 -2.443 1.472
C -1.877 2.411 -2.967
C -0.634 2.759 -2.221
C -0.494 4.290 -1.854
O -0.337 5.023 -3.053
C -0.384 6.456 -2.906
N -0.708 1.960 -1.025
H -1.774 1.360 -3.237
H -1.994 2.979 -3.890
H -2.804 2.571 -2.416
H 0.249 2.409 -2.757
H 0.385 4.469 -1.235
H -1.335 4.641 -1.256
H 0.182 6.883 -2.078
H -1.400 6.850 -2.906
H -0.031 6.991 -3.788
H -0.553 0.989 -1.257
H 0.066 2.153 -0.404
C 2.125 -2.904 3.777
C 1.627 -1.569 4.285
C 0.145 -1.293 4.037
O -0.238 -1.426 2.719
C -1.620 -1.060 2.537
N 1.946 -1.411 5.670
H 1.465 -3.736 4.023
H 3.121 -3.243 4.060
H 2.089 -2.729 2.702
H 2.178 -0.791 3.755
H -0.036 -0.273 4.377
H -0.464 -1.916 4.692
H -1.864 -1.268 1.495
H -1.672 -0.006 2.810
H -2.325 -1.660 3.111
H 1.703 -0.441 5.815
H 2.955 -1.419 5.699


53
Properties=species:S:1:pos:R:3 method="wB97M-V/def2-TZVPD" total_energy_ha=-1909.8670 gap_ev="8.749 / 6.290" total_charge=+1 e_lumo_ev="-2.41 / -6.22" spin_multiplicity=5
V -0.477 1.259 0.015
C -1.976 4.201 -0.024
O -0.792 3.525 -0.209
H -2.767 3.755 -0.626
H -2.363 4.295 0.991
H -1.915 5.174 -0.511
O -2.274 0.284 -0.020
H -3.155 0.231 0.400
C 0.655 -0.894 -3.317
C 0.158 0.561 -3.448
O -0.576 0.818 -2.299
H 1.496 -0.904 -2.624
H 1.034 -1.243 -4.277
H -0.183 -1.541 -3.058
H -0.543 0.654 -4.278
H 1.023 1.188 -3.665
H -1.486 0.571 -2.474
C 2.556 -0.960 1.808
C 1.771 -1.587 0.626
O 0.594 -0.890 0.249
H 2.031 -0.983 2.763
H 2.831 0.065 1.562
H 3.581 -1.270 2.013
H 1.538 -2.610 0.921
H 2.513 -1.653 -0.169
H -0.080 -1.550 0.428
C 4.294 1.571 -0.549
C 2.830 1.486 -1.034
O 1.847 1.790 -0.025
H 4.366 1.264 0.494
H 4.695 2.576 -0.417
H 4.890 0.939 -1.208
H 2.767 0.437 -1.322
H 2.568 2.004 -1.956
H 1.957 2.718 0.195
C -2.126 -4.219 -0.596
C -1.983 -2.684 -0.683
O -1.628 -2.185 0.587
H -2.370 -4.604 -1.586
H -2.968 -4.476 0.046
H -1.188 -4.685 -0.294
H -2.916 -2.283 -1.079
H -1.222 -2.593 -1.458
H -1.947 -1.281 0.543
C -2.310 -0.329 3.472
C -1.588 0.949 3.228
O -0.408 1.057 2.308
H -3.149 -0.146 4.143
H -1.812 -1.119 4.036
H -2.739 -0.781 2.578
H -1.288 1.312 4.211
H -2.200 1.752 2.817
H 0.434 1.033 2.769


75
Properties=species:S:1:pos:R:3 method="wB97M-V/def2-TZVPD" total_energy_ha=-2260.1752 gap_ev=8.128 e_above_lowest_kj_mol=22.23 e_lumo_ev=0.04 spin_multiplicity=1
O 0.538 -0.450 0.248
H 1.056 -0.029 -0.525
H -0.137 -1.144 -0.083
H 0.027 0.215 0.774
C 2.628 1.235 -2.443
O 1.834 2.407 -2.145
O 2.008 0.134 -2.031
C 2.858 1.370 -3.948
F 1.717 1.023 -4.605
F 3.362 2.520 -4.400
F 3.750 0.407 -4.364
C 2.081 3.027 -0.901
C 1.438 4.419 -0.914
H 0.561 4.422 -1.558
H 1.242 4.739 0.107
H 2.178 5.073 -1.381
H 3.155 3.107 -0.727
H 1.548 2.514 -0.090
H 3.572 1.456 -1.917
C -2.881 -3.013 -3.224
O -3.104 -4.149 -2.784
N -3.236 -2.718 -4.530
N -2.244 -2.051 -2.502
H -3.143 -1.790 -4.891
H -3.529 -3.517 -5.056
H -2.071 -2.375 -1.552
H -2.053 -1.136 -2.854
C -1.404 -3.537 0.675
O -1.107 -2.468 0.071
N -2.589 -3.573 1.382
N -0.661 -4.678 0.813
H -2.990 -2.670 1.568
H -2.834 -4.356 1.952
H 0.257 -4.732 0.331
H -0.961 -5.288 1.543
C -0.678 2.324 2.322
O -0.464 1.089 2.385
N -0.407 3.177 3.360
N -0.851 2.941 1.090
H -0.435 4.166 3.218
H -0.491 2.708 4.252
H -1.444 2.394 0.480
H -0.684 3.927 1.088
C 3.588 0.871 2.576
O 3.472 0.303 1.497
N 2.529 1.488 3.225
N 4.717 0.786 3.349
H 1.578 1.299 2.945
H 2.528 2.234 3.895
H 4.918 1.293 4.187
H 5.458 0.203 3.000
C -2.159 1.618 -1.706
O -2.100 0.853 -0.741
N -3.346 2.267 -2.002
N -1.096 2.115 -2.381
H -4.148 1.960 -1.482
H -3.469 3.054 -2.608
H -0.202 1.696 -2.138
H -1.137 2.771 -3.135
C 2.298 -3.775 -0.777
O 1.869 -4.774 -0.179
N 1.655 -3.260 -1.861
N 3.259 -2.972 -0.248
H 1.086 -3.858 -2.434
H 2.044 -2.447 -2.335
H 3.723 -3.330 0.566
H 3.579 -2.126 -0.694
C -2.892 -0.581 4.281
O -1.958 -0.418 5.058
N -2.771 -0.217 2.943
N -4.074 -1.237 4.566
H -1.842 0.179 2.735
H -3.584 -0.237 2.362
H -4.181 -1.663 5.466
H -4.757 -1.216 3.839


81
Properties=species:S:1:pos:R:3 method="wB97M-V/def2-TZVPD" total_energy_ha=-3407.7190 gap_ev="7.866 / 7.174" e_above_lowest_kj_mol=148.69 e_lumo_ev="-1.33 / -2.02" spin_multiplicity=6
Mn -0.871 1.491 2.169
O -1.095 -0.590 1.856
C -0.159 -0.885 0.802
C 0.305 0.271 -0.107
O 0.341 1.594 0.395
H -0.481 -1.642 0.078
H 0.697 -1.355 1.296
H -0.401 0.368 -0.946
H 1.199 -0.099 -0.627
C 3.490 3.320 -0.216
O 4.411 4.054 -0.572
N 3.001 2.331 -0.991
N 2.905 3.268 1.018
H 2.212 1.790 -0.669
H 3.157 2.379 -1.986
H 2.798 4.224 1.336
H 2.063 2.709 0.968
C -0.714 -2.711 5.074
O -0.468 -3.067 6.235
N -1.923 -2.949 4.558
N 0.167 -2.175 4.197
H -2.616 -3.263 5.214
H -2.124 -2.635 3.626
H -0.241 -1.678 3.410
H 1.116 -1.993 4.468
C 2.241 -3.655 -2.565
O 1.914 -4.844 -2.592
N 1.315 -2.663 -2.600
N 3.494 -3.182 -2.664
H 1.635 -1.752 -2.317
H 0.370 -3.002 -2.623
H 4.283 -3.774 -2.841
H 3.613 -2.185 -2.576
C 2.162 0.572 -4.416
O 3.044 0.331 -3.597
N 0.818 0.627 -4.079
N 2.385 0.806 -5.722
H 0.371 1.308 -4.674
H 0.618 0.656 -3.092
H 3.298 0.799 -6.141
H 1.673 1.243 -6.282
C -4.740 -1.473 1.677
O -5.814 -2.039 1.904
N -4.330 -1.095 0.460
N -3.885 -1.360 2.728
H -3.454 -0.598 0.376
H -4.804 -1.249 -0.410
H -2.901 -1.128 2.651
H -4.214 -1.587 3.645
C -0.851 4.160 -2.518
O -0.755 4.911 -3.480
N -0.031 3.151 -2.262
N -1.966 4.090 -1.699
H 0.808 3.025 -2.800
H -0.164 2.571 -1.443
H -2.130 3.302 -1.098
H -2.741 4.696 -1.901
C 4.026 -1.300 0.126
O 4.288 -2.489 0.295
N 4.412 -0.633 -0.951
N 3.529 -0.557 1.152
H 5.064 -1.056 -1.584
H 4.162 0.339 -1.033
H 3.138 -1.001 1.962
H 3.577 0.449 1.172
C -2.152 0.860 5.142
O -1.662 1.229 4.069
N -3.346 0.238 5.327
N -1.542 1.109 6.316
H -3.476 -0.168 6.233
H -3.831 -0.021 4.483
H -2.039 0.873 7.153
H -0.787 1.771 6.245
C -2.720 -0.060 -2.602
O -2.868 0.800 -1.723
N -2.534 -1.349 -2.297
N -2.751 0.296 -3.903
H -2.461 -2.033 -3.031
H -2.314 -1.576 -1.343
H -3.100 1.200 -4.168
H -2.642 -0.339 -4.675